Computed, not measured: a 8-piece molecular cluster, C36H56BClIO26S overall in a non-equilibrium geometry, with the ωB97M-V functional and the def2-TZVPD basis.

Last column: Mulliken charge in e.
Cartesian coordinates (Å):
C: 6.43065 -0.38530 1.21790  -0.783
C: 5.18534 0.67267 0.86145  0.036
O: 5.04906 0.64265 -0.60269  -0.296
C: 4.40921 1.85548 -1.13410  -0.995
C: 2.77058 1.83216 -1.14912  1.328
C: 2.09670 0.68344 -2.10445  -0.672
I: 3.35440 -0.53190 -3.42887  -0.036
O: 1.20342 -0.01750 -1.12330  0.546
B: 0.08375 -0.75960 -1.80267  -1.110
C: 0.52469 -2.31911 -1.52275  -0.414
C: 0.67704 -2.46662 0.13615  -0.123
C: 0.25809 -4.00812 0.58976  -0.492
Cl: -0.09730 -4.16149 2.40414  -0.218
C: -1.46733 -0.34920 -1.44206  1.659
C: -2.47055 -1.63143 -1.17112  0.003
C: -3.95720 -1.15620 -0.58640  -0.585
C: -3.85659 -0.34525 0.84662  0.336
O: -2.72460 -0.27093 1.59038  -0.404
O: -5.04543 0.33955 1.44277  -0.406
C: -5.34670 1.57583 0.69697  -0.196
C: -4.24355 2.70555 1.23274  -0.195
O: 0.21125 -0.21246 -3.19873  0.337
C: 0.87371 1.13365 -3.15323  0.172
S: -0.16132 2.63412 -2.72129  -0.268
H: 7.22616 -0.24905 0.33845  0.231
H: 6.03829 -1.49811 1.10796  0.037
H: 6.93864 -0.16075 2.24957  0.312
H: 4.21878 0.19109 1.32069  0.115
H: 5.43110 1.72151 1.31817  0.280
H: 4.78913 2.15461 -2.22553  0.306
H: 4.72097 2.78188 -0.44896  0.318
H: 2.42583 2.92956 -1.46826  0.239
H: 2.34776 1.70179 -0.04106  -0.884
H: -0.23209 -3.12563 -1.90527  0.245
H: 1.58804 -2.59894 -1.94899  -0.200
H: -0.18332 -1.77167 0.58549  0.046
H: 1.72426 -2.12588 0.53148  0.316
H: 1.18820 -4.68553 0.35876  0.278
H: -0.70546 -4.33012 -0.03577  0.293
H: -1.92834 0.22117 -2.38385  -0.026
H: -1.43886 0.43527 -0.57350  -1.565
H: -2.69874 -2.14665 -2.21960  0.263
H: -2.05993 -2.41210 -0.40165  -0.176
H: -4.55110 -0.52491 -1.37770  0.287
H: -4.55254 -2.15999 -0.34990  0.337
H: -5.23789 1.39590 -0.46571  0.131
H: -6.43397 1.90766 0.98041  0.334
H: -4.86540 3.59378 1.72307  0.035
H: -3.51976 2.28044 2.05537  -0.078
H: -3.60330 3.06737 0.30254  0.200
H: 1.49611 1.40709 -4.13001  0.163
H: -1.53570 2.34482 -2.67913  0.020
C: 1.14646 -5.07729 5.58794  0.573
C: 0.88386 -4.44952 6.91832  -0.341
O: 1.55854 -5.30530 7.82085  -0.321
C: 2.53368 -5.94301 7.10945  0.620
O: 3.41346 -6.62629 7.60625  -0.590
O: 2.39638 -5.71552 5.77047  -0.340
H: 1.20190 -4.33936 4.78294  0.056
H: 0.39834 -5.83320 5.32717  -0.206
H: 1.31082 -3.44419 6.99784  0.273
H: -0.18313 -4.40208 7.15272  0.281
C: -0.62995 2.14767 3.08742  -0.357
C: -0.63103 2.73519 1.71344  1.015
O: 0.74400 2.79960 1.38597  -0.275
C: 1.37874 1.86510 2.15244  0.479
O: 2.54301 1.53144 2.00815  -0.571
O: 0.54066 1.35239 3.10018  -0.328
H: -1.51598 1.53641 3.27963  0.305
H: -0.54744 2.91066 3.86851  0.228
H: -1.13850 2.09405 0.98495  -0.836
H: -1.08320 3.73043 1.68681  0.257
C: -5.45354 7.30658 1.99896  -0.300
C: -5.71614 7.93436 3.32935  -0.317
O: -5.04146 7.07857 4.23187  -0.322
C: -4.06632 6.44086 3.52048  0.683
O: -3.18654 5.75758 4.01727  -0.538
O: -4.20362 6.66835 2.18149  -0.269
H: -5.39810 8.04451 1.19396  0.291
H: -6.20166 6.55067 1.73819  0.245
H: -5.28918 8.93968 3.40886  0.259
H: -6.78313 7.98180 3.56375  0.284
C: -2.11066 -7.35924 4.27924  -0.296
C: -3.52339 -7.78835 4.50954  -0.378
O: -3.64823 -7.75438 5.91858  -0.331
C: -2.70268 -6.88449 6.37995  0.583
O: -2.63703 -6.48528 7.53061  -0.548
O: -1.84138 -6.51914 5.38589  -0.170
H: -1.98916 -6.81342 3.33958  0.265
H: -1.41003 -8.20064 4.29546  0.281
H: -4.24805 -7.09272 4.07334  0.269
H: -3.72066 -8.79343 4.12672  0.304
C: 0.00506 0.78740 -7.07589  0.125
C: 0.51532 2.18926 -6.98981  -0.061
O: 0.15596 2.74378 -8.24100  -0.366
C: -0.89608 2.01227 -8.71189  0.578
O: -1.56584 2.31648 -9.68481  -0.598
O: -1.10122 0.89714 -7.95172  -0.347
H: -0.30767 0.39762 -6.10331  0.020
H: 0.73726 0.10203 -7.51547  0.193
H: 0.02764 2.76367 -6.19513  0.123
H: 1.59830 2.22969 -6.84422  0.341
C: -0.51388 7.16330 -5.77702  -0.320
C: 0.58442 7.13772 -6.78997  -0.363
O: 1.42160 6.09127 -6.33590  -0.308
C: 0.64694 5.26604 -5.57265  0.613
O: 1.00188 4.17408 -5.16116  -0.427
O: -0.57635 5.82161 -5.33103  -0.278
H: -1.47002 7.47371 -6.20724  0.288
H: -0.28098 7.80892 -4.92378  0.279
H: 0.22204 6.89069 -7.79344  0.272
H: 1.13306 8.08261 -6.83283  0.282
C: 6.15087 -4.74240 -1.22810  -0.372
C: 5.64538 -5.35824 0.03610  -0.334
O: 4.34432 -4.81700 0.16419  -0.226
C: 3.94043 -4.45388 -1.08827  0.529
O: 2.80581 -4.10850 -1.37295  -0.461
O: 4.97117 -4.52865 -1.98015  -0.313
H: 6.83932 -5.40031 -1.76553  0.299
H: 6.64052 -3.77802 -1.05693  0.247
H: 5.56985 -6.44869 -0.03108  0.285
H: 6.26103 -5.09724 0.90127  0.298

HOMO energy ... -4.9 eV
Spin multiplicity ... 1
LUMO level ... 1.60 eV
Gap between HOMO and LUMO ... 0.2370 Eh
Total charge ... -1

***

Computed, not measured: C36H56BaN6SbSi4 as an isolated structure in a non-equilibrium geometry, with the ωB97M-V functional and the def2-TZVPD basis.

Last column: Mulliken charge in e.
Cartesian coordinates (Å):
Ba: 0.94506 0.16171 -0.23075  2.278
C: -1.76852 0.29294 2.94324  -0.786
C: -0.49092 1.06610 2.94181  0.152
C: 0.08372 1.56107 4.12266  -1.014
C: 1.29105 2.20283 4.07456  -0.856
C: 1.91276 2.40053 2.83382  -0.850
C: 1.27413 1.96966 1.69748  0.882
N: 0.08181 1.29468 1.76298  -0.090
Sb: 2.06679 2.98711 -0.11900  0.952
C: 3.71248 1.41818 -0.13457  0.406
C: 4.98426 1.82413 -0.47798  -0.696
C: 6.03101 0.89909 -0.35973  -0.583
C: 5.76531 -0.36974 0.09442  -0.744
C: 4.45401 -0.73780 0.41548  0.242
C: 4.09223 -2.10596 0.89840  -0.749
N: 3.46418 0.14593 0.30643  0.099
C: 1.30120 2.00874 -1.97459  0.767
C: 2.04148 2.24978 -3.10179  -1.346
C: 1.40830 2.15725 -4.35428  -0.790
C: 0.09927 1.77412 -4.42089  -0.850
C: -0.58049 1.42566 -3.24136  0.126
C: -1.99011 0.91406 -3.24727  -0.807
N: -0.00123 1.55964 -2.05876  0.062
H: -1.93825 -0.18908 3.90473  0.592
H: -2.61055 0.96368 2.74426  0.434
H: -1.75963 -0.46160 2.16023  -0.352
H: -0.44086 1.42856 5.05961  0.571
H: 1.75341 2.57309 4.98051  0.463
H: 2.87053 2.90607 2.78155  0.524
H: 5.17811 2.83631 -0.80954  0.473
H: 7.04538 1.18577 -0.60958  0.442
H: 6.56028 -1.09463 0.21139  0.484
H: 4.95256 -2.62600 1.31506  0.488
H: 3.30801 -2.04848 1.65122  0.037
H: 3.70456 -2.71307 0.07611  0.083
H: 3.07672 2.56051 -3.02515  0.504
H: 1.95133 2.40931 -5.25587  0.462
H: -0.41926 1.72461 -5.36892  0.518
H: -2.30504 0.60747 -4.24248  0.497
H: -2.08343 0.06228 -2.57569  -0.345
H: -2.66492 1.69828 -2.89479  0.276
N: -2.75462 4.06313 0.37611  0.299
C: -2.11966 5.27427 0.27512  -0.925
C: -0.82039 4.97834 0.01844  -0.563
N: -0.64770 3.59574 -0.03714  0.434
C: -1.84558 3.09215 0.18109  -0.783
H: -3.73306 3.89255 0.56247  0.077
H: -2.63827 6.21092 0.38500  0.443
H: 0.00074 5.66236 -0.12649  0.413
H: -2.11244 2.04427 0.21226  0.642
N: -3.77863 -0.12587 0.11692  0.328
C: -4.71322 0.74512 0.68308  0.481
C: -5.11929 1.88957 -0.00570  -0.637
C: -5.97887 2.80493 0.58963  -0.505
C: -6.44470 2.60010 1.88257  -0.666
C: -6.04048 1.46076 2.56634  -0.556
C: -5.18279 0.54146 1.98059  -0.433
H: -3.73465 -1.05694 0.50305  -0.654
H: -3.76346 -0.11762 -0.88995  0.230
H: -4.77681 2.04860 -1.02444  0.379
H: -6.28837 3.68392 0.03464  0.522
H: -7.12687 3.30384 2.33943  0.408
H: -6.39205 1.28500 3.57534  0.417
H: -4.88144 -0.34886 2.52258  0.464
C: -2.99789 -5.51838 -0.39683  -1.070
Si: -2.50713 -3.73599 -0.16345  0.246
C: -3.28841 -3.19046 1.47094  -0.952
C: -3.33109 -2.78174 -1.57265  -0.054
Si: -0.24483 -3.31444 -0.12366  -0.155
Si: 0.57928 -4.43280 -1.95402  0.249
C: 0.38643 -6.27987 -2.04400  -1.022
C: -0.21164 -3.69041 -3.48882  -0.912
C: 2.42000 -4.04705 -2.12442  -0.751
Si: 0.42293 -4.28513 1.86195  0.272
C: 0.25560 -2.99324 3.23370  -0.777
C: 2.22792 -4.83081 1.84511  -1.177
C: -0.55004 -5.77732 2.41227  -1.101
H: -4.06826 -5.67522 -0.22380  0.398
H: -2.44525 -6.16750 0.28663  0.297
H: -2.77317 -5.84831 -1.41557  0.270
H: -4.36389 -2.98798 1.37772  0.504
H: -2.79804 -2.30553 1.88731  -0.119
H: -3.17544 -3.98305 2.21630  0.422
H: -4.38215 -2.54584 -1.37038  0.521
H: -3.30084 -3.37766 -2.48971  0.399
H: -2.79184 -1.85376 -1.78000  -0.959
H: -0.63939 -6.58253 -1.82001  0.272
H: 1.03892 -6.78207 -1.32233  0.289
H: 0.63665 -6.65208 -3.04302  0.349
H: -1.27649 -3.93507 -3.55497  0.238
H: 0.27429 -4.06002 -4.39894  0.405
H: -0.12687 -2.59877 -3.47689  0.034
H: 3.00198 -4.47728 -1.30366  0.258
H: 2.57553 -2.96291 -2.11480  -0.068
H: 2.83211 -4.43823 -3.06131  0.432
H: 0.59434 -2.01071 2.88749  -0.179
H: 0.84249 -3.26457 4.11893  0.500
H: -0.79037 -2.89316 3.54716  0.267
H: 2.89057 -4.06478 2.25417  0.275
H: 2.57473 -5.05748 0.83340  0.251
H: 2.35783 -5.73444 2.44881  0.455
H: -1.62354 -5.57470 2.45924  0.251
H: -0.22952 -6.10910 3.40607  0.394
H: -0.40490 -6.60874 1.71460  0.281

Energy above the lowest of the compared OMol25 structures with the same formula, charge and spin ... 63.7 kcal/mol
HOMO energy ... -8.1 eV
Spin multiplicity ... 1
LUMO level ... -3.23 eV
Gap between HOMO and LUMO ... 0.1793 Eh
Total charge ... +1

***

Computed, not measured: C36H57As3O5S2Tl as an isolated structure in a non-equilibrium geometry, with the ωB97M-V functional and the def2-TZVPD basis.

Last column: Mulliken charge in e.
Cartesian coordinates (Å):
Tl: 0.41559 0.30547 -0.73860  1.096
C: 4.17774 -1.19512 -1.60670  -1.177
As: 3.20456 0.23943 -0.73491  1.335
C: 4.13703 1.75414 -1.57564  -1.245
C: 4.06252 0.16764 1.04810  -1.905
C: 3.44438 0.94256 2.22764  2.920
C: 2.98781 2.32829 1.76023  -1.246
C: 2.28840 0.14724 2.85299  -1.882
As: 0.50022 0.14738 2.00733  1.466
C: -0.19330 -1.36373 3.03473  -1.294
C: -0.40057 1.59634 2.97646  -1.181
C: 4.55107 1.04632 3.29758  -2.164
As: 4.47738 2.17146 4.95639  0.301
C: 4.73172 3.94684 4.13517  -1.043
C: 2.56774 2.41995 5.40226  -0.989
H: 5.23840 -0.94956 -1.60972  0.470
H: 3.82170 -1.31667 -2.62748  0.453
H: 4.00077 -2.11584 -1.05781  0.135
H: 5.19168 1.73678 -1.30349  0.458
H: 3.69862 2.70342 -1.27601  0.260
H: 4.05053 1.65280 -2.65728  0.465
H: 5.07562 0.52727 0.85449  0.835
H: 4.11655 -0.89784 1.27651  0.473
H: 2.22362 2.24159 0.98175  -0.345
H: 3.83638 2.89062 1.36456  0.606
H: 2.55561 2.88850 2.58697  -0.149
H: 2.11048 0.49485 3.87050  0.537
H: 2.55605 -0.91024 2.90249  0.529
H: 0.23979 -1.34674 4.03388  0.553
H: 0.08981 -2.28327 2.53069  0.201
H: -1.27847 -1.32070 3.10788  0.429
H: -0.26000 1.48890 4.05107  0.466
H: -1.46453 1.55692 2.74180  0.407
H: -0.01669 2.55311 2.62900  0.173
H: 5.47278 1.40591 2.82912  0.582
H: 4.77009 0.03629 3.65653  0.457
H: 5.54264 3.90746 3.40829  0.312
H: 5.01686 4.65219 4.91479  0.403
H: 3.83084 4.31845 3.64955  0.257
H: 2.14963 1.52700 5.86650  0.328
H: 1.95200 2.71412 4.55347  0.134
H: 2.53603 3.22026 6.14188  0.481
O: -1.84793 0.16014 -1.47062  -0.690
S: -2.85994 0.75652 -0.50630  0.954
C: -3.36364 -0.64574 0.58367  -0.350
C: -4.12779 -1.73502 -0.10420  -0.171
C: -5.46316 -1.97284 0.20579  -0.130
C: -6.16811 -2.97532 -0.44437  -0.852
C: -5.55224 -3.73658 -1.42550  -0.484
C: -4.22390 -3.49686 -1.74987  -1.123
C: -3.51204 -2.50713 -1.09015  0.134
C: -4.42808 0.88007 -1.47695  -1.008
C: -4.23943 1.74455 -2.68406  -0.183
C: -3.58201 1.23870 -3.80278  0.066
C: -3.33537 2.05504 -4.89439  -0.835
C: -3.75381 3.37809 -4.88564  -0.434
C: -4.43366 3.87893 -3.78525  -0.689
C: -4.66931 3.06840 -2.68640  -0.178
H: -3.93149 -0.19232 1.39758  0.763
H: -2.40097 -1.00919 0.94561  -0.546
H: -5.95455 -1.38291 0.97149  0.438
H: -7.20381 -3.15790 -0.18984  0.405
H: -6.10470 -4.51388 -1.93665  0.431
H: -3.73833 -4.08771 -2.51689  0.482
H: -2.47897 -2.31584 -1.33614  0.893
H: -5.14192 1.31521 -0.77544  0.600
H: -4.71948 -0.13432 -1.74017  0.401
H: -3.25197 0.20750 -3.80449  0.371
H: -2.81231 1.65643 -5.75412  0.419
H: -3.55920 4.01483 -5.73854  0.405
H: -4.77441 4.90610 -3.77830  0.404
H: -5.18802 3.46486 -1.82071  0.384
C: -0.90997 4.49292 -0.07222  -1.896
C: -0.07008 3.50254 -0.89348  1.498
C: -0.73130 3.29235 -2.25409  -1.343
C: 1.33291 4.07229 -1.12130  -1.543
O: -0.00263 2.31761 -0.13175  0.167
H: -1.12607 5.38572 -0.66000  0.444
H: -0.37457 4.78200 0.83347  0.394
H: -1.84949 4.01791 0.21354  0.261
H: -0.68036 4.20541 -2.84710  0.690
H: -1.77426 3.01853 -2.13589  0.005
H: -0.22628 2.48674 -2.79770  0.277
H: 1.27340 5.05130 -1.59816  0.585
H: 1.90138 3.40309 -1.77367  0.157
H: 1.85966 4.17979 -0.17107  0.200
C: 0.31629 -8.45362 -1.06920  -1.489
C: 0.47023 -6.96245 -0.98918  0.953
C: -0.66647 -6.15463 -0.93907  -0.754
C: -0.55677 -4.78492 -0.79168  -0.182
C: 0.70389 -4.20830 -0.70547  -0.688
C: 1.84683 -4.98573 -0.78161  -0.577
C: 1.72249 -6.35817 -0.92243  -0.996
S: 0.79584 -2.45785 -0.50476  1.695
O: 1.89390 -2.13096 0.40427  -0.703
O: 1.00591 -1.82635 -1.82958  -0.809
O: -0.49130 -2.01069 0.03788  -0.577
H: -0.47767 -8.72024 -1.76628  0.375
H: 0.03476 -8.84652 -0.09023  0.307
H: 1.23738 -8.94414 -1.37776  0.371
H: -1.64837 -6.60601 -1.01238  0.442
H: -1.43473 -4.15856 -0.72200  0.215
H: 2.82281 -4.52124 -0.71878  0.381
H: 2.61407 -6.96939 -0.98170  0.361

HOMO energy ... -10.6 eV
Spin multiplicity ... 1
LUMO level ... -3.82 eV
Gap between HOMO and LUMO ... 0.2504 Eh
Total charge ... +1